{"formula": "C18H31As3Br4O3Ru", "method": "the ωB97M-V functional and the def2-TZVPD basis", "symbols": ["Ru", "C", "As", "C", "C", "C", "C", "C", "As", "C", "C", "C", "As", "C", "C", "H", "H", "H", "H", "H", "H", "H", "H", "H", "H", "H", "H", "H", "H", "H", "H", "H", "H", "H", "H", "H", "H", "H", "H", "H", "H", "H", "Br", "C", "C", "Br", "C", "Br", "C", "O", "C", "O", "C", "Br", "C", "O", "H", "H", "H", "H"], "coordinates": [[1.33878, 1.00218, -0.89537], [0.81526, 2.53612, 2.37309], [1.34637, 0.88494, 1.50738], [3.06189, 0.52389, 2.36543], [0.14888, -0.38132, 2.38951], [0.02426, -1.77695, 1.75510], [1.41179, -2.36085, 1.46308], [-0.80365, -1.70128, 0.46873], [0.00486, -0.87061, -1.09895], [-1.58755, -0.53716, -2.15173], [0.90365, -2.28497, -2.06925], [-0.66505, -2.72784, 2.75443], [-2.55508, -2.63628, 3.39463], [-3.50688, -3.27284, 1.79618], [-3.09151, -0.74824, 3.25631], [0.81997, 2.41978, 3.45624], [-0.18590, 2.79882, 2.03411], [1.50200, 3.33262, 2.09117], [2.92820, 0.33459, 3.42967], [3.71168, 1.39104, 2.24602], [3.53502, -0.34941, 1.91812], [-0.82428, 0.10879, 2.40439], [0.48291, -0.45727, 3.42744], [1.97223, -1.74600, 0.75096], [1.32638, -3.36434, 1.04197], [1.99821, -2.43588, 2.38085], [-1.71435, -1.12761, 0.65091], [-1.11549, -2.69873, 0.14860], [-2.19365, -1.44203, -2.19174], [-1.30907, -0.25208, -3.16484], [-2.16413, 0.26076, -1.68688], [0.27137, -3.17036, -2.13271], [1.83502, -2.53849, -1.56812], [1.12041, -1.91528, -3.07045], [-0.06537, -2.74022, 3.66892], [-0.60849, -3.74770, 2.35807], [-3.11209, -4.24511, 1.50131], [-3.45297, -2.58535, 0.95398], [-4.55353, -3.40837, 2.06603], [-2.55223, -0.13913, 3.98021], [-4.14858, -0.71668, 3.52085], [-2.98168, -0.32575, 2.25771], [-3.49145, 4.93957, -3.95060], [-2.02824, 3.81384, -3.63872], [-1.22894, 3.36530, -4.73518], [-1.65874, 3.89752, -6.47863], [-0.14915, 2.53920, -4.52529], [0.93358, 1.89237, -5.91024], [0.19221, 2.12595, -3.21365], [1.17775, 1.34621, -2.96694], [-0.63478, 2.57327, -2.10220], [-0.32773, 2.18001, -0.91742], [-1.73512, 3.42245, -2.35226], [-2.74632, 3.94787, -0.86295], [4.13122, 1.49102, -1.56839], [3.39810, 0.34000, -1.10022], [5.20048, 1.29608, -1.52792], [3.90269, 2.36813, -0.95369], [3.82522, 1.65863, -2.59717], [3.87162, -0.08682, -0.37990]], "forces_ev_per_angstrom": [[0.0, 0.7, 0.2], [0.0, 0.0, 0.0], [0.1, -0.1, 0.0], [0.0, 0.1, 0.0], [0.0, 0.1, -0.1], [0.0, 0.0, 0.0], [0.0, -0.1, 0.0], [0.0, 0.1, 0.0], [0.0, -0.4, -0.1], [0.0, -0.1, 0.0], [-0.1, 0.0, 0.0], [0.0, 0.0, 0.0], [0.0, 0.0, 0.0], [0.0, 0.0, 0.0], [0.0, 0.0, 0.0], [0.0, 0.0, 0.0], [0.0, 0.0, 0.0], [0.0, 0.0, 0.0], [0.0, 0.0, 0.0], [0.0, 0.0, 0.0], [0.0, 0.0, 0.0], [0.0, 0.0, 0.0], [0.0, 0.0, 0.0], [0.0, 0.0, 0.0], [0.0, 0.0, 0.0], [0.0, 0.0, 0.0], [0.0, 0.0, 0.0], [0.1, 0.0, 0.0], [0.0, 0.0, 0.0], [0.0, 0.0, 0.0], [0.0, 0.0, 0.0], [0.0, 0.0, 0.0], [0.0, 0.0, 0.0], [0.0, 0.0, 0.0], [0.0, 0.0, 0.0], [0.0, 0.0, 0.0], [0.0, 0.0, 0.0], [0.0, 0.0, 0.0], [0.0, 0.0, 0.0], [0.0, 0.0, 0.0], [0.0, 0.0, 0.0], [0.0, 0.0, 0.0], [0.1, 0.0, 0.0], [-0.2, 0.1, 0.4], [0.3, -0.2, -0.3], [0.0, 0.0, 0.1], [-0.1, 0.1, -0.1], [0.0, 0.0, 0.0], [-0.1, -0.1, 0.1], [-0.1, 0.2, 0.3], [0.2, 0.0, 0.1], [0.1, -0.2, -0.3], [-0.2, 0.1, -0.2], [0.0, 0.0, 0.0], [0.1, 0.0, 0.0], [-0.1, -0.3, -0.2], [0.0, 0.0, 0.0], [0.0, 0.0, 0.0], [0.0, 0.0, 0.0], [0.0, 0.1, 0.1]], "spin_multiplicity": 2, "homo_lumo_gap_ev": [7.737, 6.040], "homo_ev": [-10.73, -10.95], "de_lowest_ev": 0.154, "charge": 1, "s_squared": 0.7738}

***

{"formula": "C18H31BaCl2S", "method": "the ωB97M-V functional and the def2-TZVPD basis", "symbols": ["Ba", "C", "C", "C", "C", "C", "C", "C", "C", "C", "C", "C", "C", "C", "C", "C", "C", "C", "H", "H", "H", "H", "H", "H", "H", "H", "H", "H", "H", "H", "H", "H", "H", "H", "H", "H", "H", "H", "H", "H", "H", "H", "H", "H", "H", "H", "H", "Cl", "C", "Cl", "H", "H", "S"], "coordinates": [[-10.66317, 6.82639, -7.60028], [-10.72318, 7.54046, -4.08805], [-12.06003, 7.10850, -4.43103], [-12.12242, 5.74586, -4.15131], [-10.89351, 5.38944, -3.51724], [-9.98752, 6.44505, -3.60142], [-8.50371, 6.50955, -3.29148], [-8.20543, 7.03586, -1.85239], [-7.90846, 7.46666, -4.33017], [-7.83291, 5.11275, -3.46833], [-13.09825, 4.60662, -4.52709], [-13.33735, 3.93706, -3.18388], [-12.34015, 3.64223, -5.48462], [-14.41841, 4.96830, -5.15969], [-13.24036, 8.10511, -4.65608], [-13.80369, 7.98639, -6.05543], [-12.59419, 9.50105, -4.47677], [-14.28426, 7.89388, -3.54304], [-10.39988, 8.53556, -4.31607], [-10.67131, 4.40411, -3.06548], [-8.14622, 8.12537, -1.83271], [-7.23615, 6.68355, -1.47483], [-8.90308, 6.60929, -1.08745], [-8.25322, 8.53459, -4.12253], [-8.22221, 7.22426, -5.37891], [-6.78942, 7.46440, -4.28904], [-8.12691, 4.47423, -2.61749], [-6.71758, 5.20882, -3.47486], [-8.14572, 4.62220, -4.41461], [-12.43185, 3.67326, -2.66448], [-13.98343, 3.04965, -3.19954], [-13.79047, 4.65513, -2.44132], [-11.43581, 3.30818, -4.96437], [-12.15705, 4.06702, -6.49344], [-12.95487, 2.77692, -5.69608], [-14.87862, 5.87605, -4.72927], [-15.10553, 4.11611, -4.98073], [-14.24670, 5.14843, -6.22282], [-13.47962, 7.03777, -6.55076], [-13.46898, 8.89489, -6.62135], [-14.90661, 7.95517, -5.94376], [-11.72559, 9.65884, -5.12682], [-12.31642, 9.69582, -3.40758], [-13.36520, 10.24517, -4.70919], [-13.95688, 7.11082, -2.79513], [-15.30600, 7.62008, -3.88944], [-14.42859, 8.82767, -2.97241], [-10.83397, 9.45082, -8.88967], [-8.97876, 9.43116, -8.97427], [-7.86865, 8.03815, -8.38208], [-8.66246, 10.33280, -8.49150], [-8.78023, 9.46345, -10.06521], [-12.59137, 5.03628, -8.61586]], "forces_ev_per_angstrom": [[0.3, 0.1, 1.6], [-0.9, -0.3, -1.0], [0.3, 1.0, -0.2], [0.2, -1.1, 0.0], [0.3, -1.1, -0.4], [-0.2, 0.8, 0.3], [0.1, -0.4, -0.2], [0.1, -0.9, 0.4], [0.6, 1.3, -0.2], [0.1, 0.2, 0.1], [1.2, 0.5, 0.8], [-1.1, 0.0, 1.5], [-0.4, 0.0, 0.5], [-0.5, 0.3, 0.2], [2.3, -0.7, 0.9], [-0.4, 0.2, -0.6], [-0.9, 0.5, 0.8], [-0.6, -0.2, 1.2], [0.4, 0.2, 0.4], [0.0, 0.6, -0.6], [-0.5, 0.0, 0.2], [0.2, 0.0, -0.4], [0.1, 0.7, -0.8], [0.5, -1.3, -0.3], [0.3, 0.1, 0.9], [-0.7, 0.0, 0.0], [0.1, 0.0, -0.4], [-0.8, -0.1, 0.1], [0.1, 0.3, 0.6], [0.4, -0.4, -0.2], [0.0, 0.0, -0.3], [0.1, -0.5, -0.9], [0.0, 0.1, -0.5], [0.3, 0.1, 0.7], [-0.3, -0.5, 0.0], [0.2, -0.6, -0.1], [0.2, 0.4, -0.5], [-0.4, -0.2, 0.0], [-0.4, 0.9, 0.2], [-0.5, -0.9, 0.0], [0.5, 0.2, -0.8], [-0.3, 0.0, 0.1], [0.0, -0.4, -1.0], [0.1, 0.2, -0.2], [-0.3, 0.8, -0.9], [0.7, 0.1, 0.0], [0.1, -0.2, -0.1], [-3.0, 0.6, -0.1], [0.9, 1.1, -2.1], [1.8, -1.9, 0.9], [0.3, 0.5, 0.4], [-0.1, 0.0, 0.7], [-0.4, -0.4, -0.6]], "homo_lumo_gap_ev": [5.924, 3.603], "homo_ev": [-3.70, -2.24], "de_lowest_ev": 0.000, "charge": -1}

***

{"formula": "C18H31BrN2O12", "method": "the ωB97M-V functional and the def2-TZVPD basis", "symbols": ["C", "C", "C", "O", "C", "C", "Br", "N", "C", "O", "C", "C", "N", "C", "O", "H", "H", "H", "H", "H", "H", "H", "H", "H", "H", "H", "H", "H", "C", "O", "C", "O", "O", "C", "H", "H", "H", "H", "H", "H", "C", "O", "C", "O", "O", "C", "H", "H", "H", "H", "H", "H", "C", "O", "C", "O", "O", "C", "H", "H", "H", "H", "H", "H"], "coordinates": [[-0.77794, 0.53303, 0.64626], [-0.87645, 1.89494, -0.18507], [-2.37849, 2.22150, -0.65326], [-3.10070, 1.00034, -0.87221], [-3.33836, 0.73275, -2.25394], [-2.90350, -0.76881, -2.57653], [-4.24194, -1.66392, -3.73978], [-2.73877, -1.68354, -1.41985], [-1.60931, -2.57525, -1.64431], [-1.09996, -3.37946, -0.90966], [-1.12586, -2.28474, -3.13712], [-1.40262, -0.71311, -3.13825], [-1.23098, -0.02061, -4.44178], [0.00190, 0.16032, -4.62262], [1.02018, 0.23162, -5.17747], [-0.43830, -0.34222, 0.02687], [-1.73167, 0.29767, 1.20095], [0.01344, 0.69938, 1.43460], [-0.20184, 1.76846, -1.08275], [-0.52527, 2.74598, 0.46177], [-2.33441, 2.90935, -1.54040], [-2.83860, 2.77314, 0.22397], [-2.78286, 1.39766, -2.96910], [-4.44914, 0.83405, -2.45446], [-3.64739, -2.13346, -1.27190], [-1.65686, -2.83538, -3.96163], [-0.04759, -2.59044, -3.30351], [-0.79854, -0.37154, -2.24894], [0.36587, 4.07447, 5.25831], [1.72852, 4.29565, 4.89523], [2.14867, 3.55566, 3.86109], [1.48842, 2.75678, 3.24801], [3.43237, 3.85976, 3.62853], [4.01950, 3.14013, 2.54334], [0.13968, 4.72455, 6.10221], [-0.29928, 4.33283, 4.43315], [0.21266, 3.03937, 5.56681], [3.50077, 3.36110, 1.60946], [4.01285, 2.06774, 2.74384], [5.05379, 3.46869, 2.45142], [10.29969, 2.59394, 4.99241], [8.98749, 3.01190, 4.61887], [8.05456, 2.79621, 5.55632], [8.23971, 2.29881, 6.63704], [6.88056, 3.23070, 5.08024], [5.78414, 3.06312, 5.97995], [10.96631, 2.81714, 4.16058], [10.64369, 3.14327, 5.86988], [10.32347, 1.51906, 5.17736], [5.94745, 3.63093, 6.89705], [5.62776, 2.00662, 6.20415], [4.89020, 3.44800, 5.49013], [-7.69871, -6.31806, -7.11200], [-6.37280, -6.14663, -6.61346], [-6.26801, -6.25642, -5.28261], [-7.17118, -6.47851, -4.51764], [-4.98283, -6.07573, -4.95171], [-4.72061, -6.16601, -3.55195], [-7.66069, -6.20837, -8.19487], [-8.07256, -7.31563, -6.87711], [-8.36368, -5.55289, -6.70886], [-4.97512, -7.15751, -3.17483], [-5.26701, -5.39454, -3.00711], [-3.65385, -6.00387, -3.40311]], "forces_ev_per_angstrom": [[0.4, 0.8, 0.6], [-0.6, -0.8, -0.2], [1.6, 0.2, 1.4], [0.4, 1.1, -1.4], [-1.4, -1.1, 0.0], [1.7, 0.8, 0.6], [0.3, 0.6, -0.3], [0.3, 0.0, -0.9], [-0.3, -0.1, -2.2], [-1.0, 0.8, -0.1], [1.3, 0.5, 0.2], [-1.5, -2.9, 0.5], [2.4, 0.1, 2.3], [-2.0, -0.6, -2.7], [0.1, 0.4, 1.2], [-0.6, 0.8, 0.6], [1.0, 0.1, -0.8], [-0.7, -0.3, -0.8], [-0.6, 0.5, 0.9], [-0.2, -0.8, -0.8], [-0.4, -0.7, 0.7], [0.1, -0.7, -1.1], [-0.4, -0.5, 0.8], [1.2, 0.0, 0.1], [0.7, 0.0, 0.8], [-0.1, 0.6, 1.1], [-1.0, 0.6, 0.6], [-0.6, 0.5, -1.1], [-0.4, 0.0, 0.2], [0.2, -0.1, -0.2], [0.1, 0.1, 0.1], [0.1, 0.1, 0.1], [-0.3, 0.0, 0.1], [0.3, -0.2, -0.3], [0.3, 0.0, -0.1], [0.1, -0.2, 0.0], [0.0, 0.0, -0.2], [-0.1, -0.1, 0.1], [-0.1, 0.1, -0.1], [-0.1, 0.1, 0.2], [0.4, -0.1, 0.0], [-0.2, 0.0, 0.1], [0.0, 0.1, -0.1], [0.0, 0.1, -0.2], [0.2, -0.1, 0.0], [-0.5, 0.0, 0.2], [-0.3, 0.1, -0.1], [-0.1, -0.2, 0.0], [0.0, 0.1, 0.1], [0.1, -0.2, 0.0], [0.2, 0.1, 0.1], [0.3, 0.0, -0.2], [-0.3, 0.0, -0.2], [0.1, 0.0, 0.2], [0.1, 0.0, -0.1], [0.2, 0.0, -0.1], [-0.2, 0.0, -0.2], [0.2, 0.0, 0.4], [0.3, 0.0, 0.1], [0.0, 0.1, 0.1], [0.0, -0.2, 0.1], [-0.1, 0.1, 0.0], [-0.1, -0.2, 0.0], [-0.1, 0.0, -0.3]], "homo_lumo_gap_ev": 9.922, "homo_ev": -9.81, "smiles": "CCCOC[C@]1(Br)NC(=O)C[C@H]1N=C=O.COC(=O)OC.COC(=O)OC.COC(=O)OC", "charge": 0}

***

{"formula": "C18H31Cl2O3S2V", "method": "the ωB97M-V functional and the def2-TZVPD basis", "symbols": ["V", "C", "C", "C", "C", "C", "C", "C", "C", "C", "C", "C", "C", "C", "C", "C", "C", "C", "H", "H", "H", "H", "H", "H", "H", "H", "H", "H", "H", "H", "H", "H", "H", "H", "H", "H", "H", "H", "H", "H", "H", "H", "H", "H", "H", "H", "H", "Cl", "C", "Cl", "H", "H", "O", "S", "O", "O", "S"], "coordinates": [[0.81168, -0.22807, 0.40693], [-0.87218, -0.25812, 1.89116], [-0.39740, 1.07559, 2.05117], [0.99092, 0.96948, 2.41966], [1.24349, -0.44421, 2.59262], [0.08926, -1.20265, 2.28663], [-0.15086, -2.67986, 2.62042], [0.83352, -3.64878, 1.95839], [-1.57899, -3.07842, 2.24491], [-0.00057, -2.78992, 4.14585], [2.10125, 2.01221, 2.69352], [3.37310, 1.29970, 3.17294], [2.47361, 2.79793, 1.42403], [1.70722, 2.97210, 3.82977], [-1.44409, 2.21134, 2.12487], [-1.80510, 2.31621, 3.62381], [-1.05238, 3.59261, 1.58761], [-2.75641, 1.78140, 1.44044], [-1.88847, -0.50492, 1.65789], [2.14304, -0.84876, 3.02920], [0.77781, -3.61753, 0.86897], [0.59756, -4.66834, 2.27581], [1.86709, -3.44590, 2.24920], [-1.76255, -3.02747, 1.16764], [-2.32507, -2.45685, 2.75372], [-1.75194, -4.11309, 2.54961], [1.02060, -2.56176, 4.46963], [-0.23036, -3.81299, 4.45954], [-0.68737, -2.11157, 4.66493], [3.75341, 0.58116, 2.44808], [3.22318, 0.79854, 4.13751], [4.14799, 2.05382, 3.31732], [2.94638, 2.15083, 0.68430], [3.19844, 3.57686, 1.68170], [1.61990, 3.28338, 0.95799], [1.33770, 2.43244, 4.70914], [0.96772, 3.71236, 3.53558], [2.60358, 3.51868, 4.13235], [-0.98339, 2.65976, 4.23869], [-2.14321, 1.34850, 4.00987], [-2.63133, 3.02562, 3.72996], [-0.22275, 4.04136, 2.12290], [-1.90894, 4.25779, 1.70886], [-0.80500, 3.57975, 0.52556], [-3.24974, 0.96417, 1.97610], [-2.62578, 1.48744, 0.39872], [-3.44253, 2.62895, 1.45641], [-0.71960, 1.48545, -1.18765], [-1.37038, 0.01952, -1.96877], [-1.16501, -1.40301, -0.88532], [-0.82888, -0.16138, -2.87985], [-2.42541, 0.15691, -2.12817], [1.33759, -0.39832, -1.37648], [2.90186, -0.36947, -1.36080], [3.45142, -1.22947, -2.34659], [3.32024, 1.00482, -1.30707], [2.91362, -1.14130, 0.55385]], "forces_ev_per_angstrom": [[-0.6, -0.1, 0.8], [-0.1, 0.0, 0.5], [0.2, 0.2, 0.1], [0.0, 0.0, -0.1], [0.0, 0.0, 0.1], [0.1, -0.4, 0.4], [-0.1, 0.2, -0.1], [0.1, 0.1, 0.0], [-0.1, 0.0, 0.0], [0.0, 0.0, 0.2], [-0.1, -0.1, 0.0], [0.1, 0.0, 0.2], [0.0, -0.1, 0.1], [-0.1, 0.0, 0.1], [0.0, -0.2, -0.2], [-0.1, 0.0, 0.0], [0.1, -0.1, 0.0], [-0.1, 0.0, -0.1], [-0.1, 0.0, -0.2], [0.0, 0.0, -0.1], [0.0, 0.0, 0.0], [0.0, 0.1, 0.0], [0.0, 0.0, 0.0], [0.0, 0.0, 0.1], [0.1, -0.1, -0.1], [0.0, 0.1, 0.0], [-0.1, 0.0, -0.1], [0.0, 0.1, 0.0], [0.1, -0.1, -0.1], [0.0, 0.0, 0.0], [0.0, 0.1, -0.1], [0.0, 0.0, 0.0], [0.0, 0.0, 0.0], [-0.1, -0.1, 0.0], [-0.1, 0.1, 0.0], [0.1, 0.1, -0.1], [0.0, -0.1, 0.0], [-0.1, 0.0, 0.0], [0.2, 0.1, 0.1], [0.0, 0.1, 0.0], [0.1, -0.1, 0.0], [0.1, 0.0, 0.0], [0.0, 0.0, 0.0], [0.0, 0.0, 0.0], [0.0, 0.1, -0.1], [-0.1, 0.0, 0.2], [0.0, 0.0, 0.0], [0.0, -0.1, -0.2], [0.2, 0.0, 0.3], [-0.2, 0.2, -0.2], [0.2, -0.1, -0.2], [-0.3, 0.0, 0.0], [0.7, 0.1, -0.5], [0.4, 0.4, -0.6], [-0.1, -0.1, 0.2], [0.0, -0.4, 0.0], [-0.2, 0.3, -0.1]], "spin_multiplicity": 2, "homo_lumo_gap_ev": [7.703, 8.265], "homo_ev": [-12.91, -12.95], "de_lowest_ev": 0.334, "charge": 1, "s_squared": 0.8122}